(1)
{
  "formula": "C27H22FN7OS",
  "method": "wB97M-V/def2-TZVPD",
  "homo_ev": -8.135,
  "smiles": "Cc1nnc(SCC(=O)N/N=C/c2cn(-c3ccccc3)nc2-c2ccc(F)cc2)n1-c1ccccc1",
  "lumo_energy_ev": 0.30,
  "homo_lumo_gap_ha": 0.3101,
  "e_tot_ha": -1998.66653,
  "max_force_ha_per_bohr": 0.0213,
  "elements": ["C", "C", "N", "N", "C", "S", "C", "C", "O", "N", "N", "C", "C", "C", "N", "C", "C", "C", "C", "C", "C", "N", "C", "C", "C", "C", "C", "F", "C", "C", "N", "C", "C", "C", "C", "C", "C", "H", "H", "H", "H", "H", "H", "H", "H", "H", "H", "H", "H", "H", "H", "H", "H", "H", "H", "H", "H", "H", "H"],
  "positions_angstrom": [[-1.405717, -0.205180, -2.152835], [-2.007682, 0.922283, -1.408711], [-1.713929, 2.180471, -1.576617], [-2.447394, 2.909087, -0.723803], [-3.172558, 2.084210, -0.022328], [-4.255260, 2.554150, 1.266756], [-3.078333, 3.625021, 2.188264], [-1.776615, 2.846714, 2.240473], [-1.675186, 1.810936, 2.867633], [-0.782402, 3.388720, 1.491888], [0.362620, 2.795130, 1.042527], [0.435522, 1.525317, 0.961786], [1.590993, 0.888660, 0.405124], [2.735994, 1.467506, -0.113261], [3.488240, 0.474204, -0.630280], [4.744398, 0.555991, -1.241911], [5.419709, -0.625279, -1.538140], [6.662435, -0.576462, -2.138759], [7.241638, 0.643822, -2.447406], [6.567007, 1.817576, -2.156188], [5.321040, 1.782278, -1.557094], [2.892475, -0.715544, -0.488618], [1.751579, -0.503989, 0.139163], [0.824490, -1.588686, 0.439523], [0.600332, -2.583142, -0.511953], [-0.312393, -3.593079, -0.274933], [-0.989727, -3.606969, 0.931326], [-1.891648, -4.584808, 1.164814], [-0.759974, -2.656282, 1.908564], [0.148606, -1.645587, 1.657359], [-2.941126, 0.789467, -0.410482], [-3.480928, -0.396384, 0.131070], [-3.413103, -0.624529, 1.499733], [-3.945995, -1.791355, 2.017323], [-4.522164, -2.732324, 1.181333], [-4.575479, -2.503377, -0.183168], [-4.062825, -1.333658, -0.713292], [-0.401039, 0.075220, -2.457305], [-1.985126, -0.421922, -3.049994], [-1.368735, -1.097789, -1.531245], [-3.513877, 3.736476, 3.179391], [-2.998618, 4.582125, 1.678168], [-0.908522, 4.302128, 1.076682], [-0.371397, 0.857455, 1.256380], [3.018952, 2.497836, -0.119105], [4.951444, -1.563495, -1.287940], [7.182386, -1.495037, -2.364967], [8.213810, 0.680705, -2.914698], [7.011656, 2.770959, -2.398937], [4.804746, 2.705125, -1.346810], [1.146009, -2.546959, -1.441886], [-0.503932, -4.361799, -1.007020], [-1.283819, -2.714860, 2.848528], [0.349084, -0.912904, 2.423717], [-2.944243, 0.096291, 2.152224], [-3.906038, -1.964841, 3.081810], [-4.923930, -3.646230, 1.590524], [-5.022657, -3.234879, -0.838993], [-4.122793, -1.138516, -1.773404]],
  "forces_ev_per_a": [[-0.06, -0.07, -0.06], [-0.04, -0.20, 0.09], [0.69, -0.37, -0.76], [-0.74, 0.42, 0.44], [-0.37, 0.14, 0.11], [-0.12, 0.27, 0.11], [-0.13, -0.34, -0.28], [0.15, 0.49, 0.19], [0.04, -0.35, 0.05], [-0.15, 0.26, 0.12], [0.65, -0.02, -0.09], [-0.78, 0.19, 0.36], [0.87, -0.26, -0.48], [-0.42, -0.19, 0.26], [-0.83, 0.34, 0.38], [0.85, -0.10, -0.43], [-0.16, 0.02, 0.09], [0.02, 0.11, -0.02], [0.09, 0.02, -0.05], [0.05, -0.04, -0.01], [-0.21, -0.11, 0.10], [-0.05, -0.78, -0.04], [0.40, 0.87, -0.02], [-0.14, -0.33, -0.01], [0.01, 0.09, 0.19], [-0.13, -0.12, 0.11], [0.06, 0.08, 0.02], [0.13, 0.09, -0.01], [-0.11, -0.25, -0.05], [0.11, -0.06, -0.20], [0.41, 0.70, -0.30], [-0.20, -0.57, 0.26], [0.03, 0.02, -0.08], [-0.11, 0.00, -0.05], [-0.04, -0.04, 0.03], [-0.01, -0.08, -0.03], [0.03, 0.17, 0.06], [0.06, 0.00, 0.00], [0.00, -0.10, -0.05], [0.05, -0.04, -0.06], [0.11, 0.02, 0.00], [0.04, 0.01, 0.08], [-0.13, -0.31, 0.07], [-0.06, 0.21, 0.05], [0.13, 0.22, -0.05], [0.01, -0.05, 0.00], [0.03, -0.08, -0.01], [0.08, 0.01, -0.04], [0.02, 0.08, -0.02], [-0.06, 0.09, 0.02], [0.03, 0.01, -0.12], [-0.04, -0.09, -0.06], [-0.06, -0.03, 0.08], [0.00, 0.10, 0.08], [0.05, 0.10, 0.00], [0.02, -0.03, 0.11], [-0.04, -0.09, 0.04], [-0.04, -0.06, -0.05], [0.00, 0.03, -0.10]],
  "lowdin_charge": [0.001, -0.346, 0.072, 0.027, -0.632, 0.990, -0.335, -0.566, 0.032, 0.035, 0.094, -0.103, -0.121, 0.036, -0.077, -0.181, -0.017, -0.079, -0.094, -0.084, -0.019, 0.158, -0.196, -0.172, -0.035, -0.002, -0.271, 0.057, -0.006, -0.015, 0.052, -0.213, -0.031, -0.078, -0.085, -0.070, -0.012, 0.088, 0.086, 0.062, 0.085, 0.075, 0.141, 0.102, 0.124, 0.103, 0.104, 0.101, 0.104, 0.103, 0.118, 0.120, 0.119, 0.124, 0.086, 0.112, 0.107, 0.106, 0.118]
}

(2)
{
  "formula": "C7H8NO3",
  "method": "wB97M-V/def2-TZVPD",
  "homo_ev": -3.254,
  "total_charge": -1,
  "smiles": "CCCc1ncc(=O)oc1[O-]",
  "lumo_energy_ev": 3.89,
  "homo_lumo_gap_ha": 0.2627,
  "relative_energy_kcal_mol": 0.0,
  "e_tot_ha": -552.03774,
  "max_force_ha_per_bohr": 0.0959,
  "elements": ["C", "C", "C", "C", "N", "C", "C", "O", "O", "C", "O", "H", "H", "H", "H", "H", "H", "H", "H"],
  "positions_angstrom": [[-2.048568, -0.317374, -1.061160], [-1.893516, 0.878166, -0.135757], [-0.901052, 0.411685, 1.028503], [0.461503, 0.038196, 0.622170], [0.824485, -1.243391, 0.700933], [2.024960, -1.583356, 0.359479], [3.031905, -0.536099, -0.216412], [4.145594, -0.757784, -0.678485], [2.577230, 0.754715, -0.258286], [1.250529, 1.047565, 0.096741], [0.851420, 2.195510, -0.036859], [-1.337473, -0.188956, -1.729710], [-3.034341, -0.258713, -1.569634], [-1.895396, -1.161614, -0.401301], [-1.409878, 1.707820, -0.532611], [-2.930422, 1.023251, 0.176189], [-0.751526, 1.108883, 1.765460], [-1.507555, -0.515391, 1.471010], [2.542099, -2.603113, 0.399721]],
  "forces_ev_per_a": [[-3.06, 0.81, 2.30], [0.06, -2.01, 2.09], [-3.52, -2.75, -0.93], [-0.64, -1.59, -0.47], [0.60, -0.59, 0.21], [3.67, 0.63, -1.39], [-0.81, -1.59, 0.20], [-0.93, -0.05, 0.67], [-0.54, -0.21, 0.08], [0.39, 0.70, 0.09], [0.58, 0.60, -0.30], [3.47, -0.40, -3.49], [0.52, -0.50, 0.31], [-0.26, -0.72, -0.61], [0.22, 1.67, -1.18], [0.37, 0.90, 0.83], [-0.44, 2.12, 1.92], [1.78, 1.71, -0.45], [-1.45, 1.29, 0.12]],
  "lowdin_charge": [-0.114, -0.230, -0.161, -0.316, 0.072, -0.117, -0.449, 0.005, 0.116, -0.449, 0.031, 0.014, 0.078, 0.065, 0.061, 0.090, 0.065, 0.140, 0.102]
}

(3)
{
  "formula": "C4H6Cl2Si",
  "method": "wB97M-V/def2-TZVPD",
  "homo_ev": -8.923,
  "lumo_energy_ev": -1.15,
  "homo_lumo_gap_ha": 0.2857,
  "relative_energy_kcal_mol": 122.8,
  "e_tot_ha": -1365.80446,
  "max_force_ha_per_bohr": 0.0778,
  "elements": ["C", "C", "C", "C", "Si", "Cl", "Cl", "H", "H", "H", "H", "H", "H"],
  "positions_angstrom": [[1.386877, -1.132487, 0.538984], [1.690499, 0.239877, 0.671285], [0.244510, -1.695689, 0.847069], [2.360939, 1.080668, -0.165096], [-2.953725, 1.075064, 0.294145], [2.084326, 2.778847, 0.079206], [-2.821354, 2.699750, -1.117681], [2.142697, -1.685757, -0.049505], [1.205065, 0.856905, 1.451041], [0.084966, -2.759682, 0.549578], [-0.593172, -1.214671, 1.246955], [2.894408, 0.699696, -1.080767], [-2.428572, 1.792759, 1.494791]],
  "forces_ev_per_a": [[1.64, -0.91, -1.46], [0.27, 3.99, 0.10], [0.00, -2.60, -0.87], [-0.72, -2.16, -0.02], [-0.14, 0.29, -1.05], [0.66, -0.16, -0.39], [0.00, -0.72, 0.84], [-0.49, -0.08, 0.50], [-0.11, -0.87, -0.15], [0.11, 0.98, 0.40], [-0.92, 0.86, 0.85], [-0.47, 0.96, 1.04], [0.19, 0.42, 0.20]],
  "lowdin_charge": [-0.221, -0.243, 0.008, -0.550, 0.306, 0.586, -0.054, 0.119, 0.096, 0.079, 0.020, 0.093, -0.239]
}